# 1
Here is C20H33F5N6O3S5SbTi as an isolated structure from the Open Molecules 2025 dataset. Energies are from the ωB97M-V functional and the def2-TZVPD basis.

Element x y z (Å)
Ti 0.28 0.63 1.61
N -0.97 -3.74 1.83
C -0.78 -2.39 1.82
O 0.34 -1.94 1.62
C -1.97 -1.51 2.03
C -1.52 -0.14 2.53
H -0.17 -4.34 1.75
H -1.86 -4.12 2.11
H -2.70 -2.03 2.66
H -2.42 -1.40 1.03
H -1.29 -0.22 3.60
H -2.35 0.57 2.45
S -3.16 3.65 2.51
Sb -0.91 3.68 2.03
S 0.35 2.26 3.45
S -0.54 2.34 0.08
S 0.06 5.74 1.76
C -5.26 2.24 -1.96
C -4.28 2.43 -0.83
N -3.72 1.14 -0.47
C -3.26 0.27 -1.43
N -2.40 -0.61 -1.10
C -1.91 -1.56 -2.07
C -2.85 -1.75 -3.26
C -3.22 -0.36 -3.76
N -3.87 0.36 -2.69
C -4.52 1.60 -3.12
H -5.69 3.19 -2.27
H -6.07 1.57 -1.63
H -4.74 2.85 0.07
H -3.49 3.14 -1.13
H -3.08 1.19 0.32
H -1.74 -2.52 -1.56
H -0.93 -1.23 -2.43
H -3.75 -2.27 -2.95
H -2.37 -2.33 -4.06
H -3.91 -0.41 -4.61
H -2.31 0.16 -4.10
H -5.20 1.35 -3.94
H -3.78 2.31 -3.51
N 4.14 3.53 0.43
N 2.88 3.33 1.09
H 4.02 4.01 -0.46
H 4.52 2.61 0.25
H 2.12 3.20 0.42
H 2.65 4.15 1.63
C 1.96 1.33 -2.96
C 2.36 -0.09 -2.57
S 2.34 -0.19 -0.78
O 0.86 -0.21 -0.47
C 2.88 -1.90 -0.55
C 1.97 -2.92 -1.22
H 1.72 1.39 -4.02
H 2.77 2.04 -2.76
H 1.09 1.66 -2.39
H 3.36 -0.35 -2.91
H 1.63 -0.81 -2.95
H 2.85 -2.02 0.53
H 3.92 -1.95 -0.88
H 0.93 -2.65 -1.03
H 2.15 -3.90 -0.79
H 2.13 -2.98 -2.29
F 5.58 -2.75 5.10
C 4.75 -2.01 4.33
C 3.42 -1.84 4.67
F 2.96 -2.42 5.80
C 2.57 -1.09 3.89
F 1.30 -0.97 4.29
C 2.99 -0.46 2.70
O 2.22 0.21 1.92
C 4.36 -0.65 2.40
F 4.86 -0.12 1.26
C 5.21 -1.41 3.17
F 6.50 -1.57 2.80

Summary:
2S+1	2
net charge	-2
HOMO level (spin up / spin down)	-1.183 / -1.441	eV
orbital gap (spin up / spin down)	4.9 / 5.1	eV
E_LUMO (spin up / spin down)	3.69 / 3.69	eV
energy above the lowest of the compared OMol25 structures with the same formula, charge and spin	27.9	kcal/mol

Atom charges from the Löwdin analysis, given in e for atoms 1 to 8: 0.401, 0.157, -0.516, 0.003, -0.216, -0.296, 0.095, 0.086



# 2
Here is a 2-piece molecular cluster, C9H16N2O overall in a non-equilibrium geometry from the Open Molecules 2025 dataset. Energies are from the ωB97M-V functional and the def2-TZVPD basis.

Element x y z (Å)
C 2.80 0.78 0.33
C 3.11 -0.36 -0.67
C 1.70 -0.87 -0.35
C 1.82 -0.14 0.99
C -3.80 0.61 -1.32
C -2.71 0.17 -0.33
C -2.14 -1.13 -0.25
C -1.53 -1.29 0.97
C -2.32 0.80 0.81
H 1.71 2.52 0.34
H 2.88 2.46 -0.75
H 3.64 1.10 1.01
H 3.91 -1.02 -0.28
H 3.31 -0.08 -1.71
H 0.96 -0.27 -0.96
H 1.16 -2.44 -1.31
H 0.89 0.37 1.38
H 2.29 -0.67 1.81
H -4.80 0.30 -0.93
H -3.80 1.69 -1.47
H -3.68 0.08 -2.27
H -2.21 -1.89 -1.02
H -1.03 -2.14 1.40
H -1.47 0.02 2.61
H -2.49 1.83 1.08
N 2.13 1.90 -0.36
N -1.74 -0.12 1.66
O 1.41 -2.21 -0.41

Summary:
HOMO level	-8.026	eV
orbital gap	9.0	eV
E_LUMO	0.93	eV
energy above the lowest of the compared OMol25 structures with the same formula, charge and spin	48.4	kcal/mol

Atom charges from the natural (NBO) analysis, given in e for atoms 1 to 8: -0.050, -0.436, 0.100, -0.432, -0.619, -0.096, -0.305, -0.064



# 3
Here is a 2-piece molecular cluster, C10H18N3 overall in a non-equilibrium geometry from the Open Molecules 2025 dataset. Energies are from the ωB97M-V functional and the def2-TZVPD basis.

Element x y z (Å)
C -0.70 2.42 3.09
C 1.93 0.49 0.24
C 1.41 1.77 0.01
C 1.46 -0.13 1.39
C 0.57 2.39 0.93
C 0.56 0.42 2.30
C 0.26 1.77 2.13
H 2.67 0.02 -0.39
H 1.76 2.38 -0.81
H 1.92 -1.08 1.65
H 0.26 3.40 0.71
H 0.08 -0.16 3.07
H -1.74 2.28 2.79
H -0.55 3.47 3.39
H -0.58 2.04 4.12
C -1.25 -2.69 -1.24
C -0.71 -4.04 -1.63
C -0.55 -0.31 -1.53
N -0.28 -1.67 -1.67
N -1.50 0.05 -0.55
N -0.21 0.60 -2.51
H -2.18 -2.50 -1.77
H -1.30 -2.66 -0.16
H 0.31 -4.20 -1.31
H -0.78 -4.27 -2.69
H 0.32 -1.88 -2.46
H -1.37 -0.49 0.29
H -1.37 1.02 -0.29
H 0.50 0.40 -3.20
H -0.36 1.59 -2.45
H -1.32 -4.84 -1.19

Summary:
2S+1	2
HOMO level (spin up / spin down)	-3.705 / -8.692	eV
orbital gap (spin up / spin down)	4.6 / 9.5	eV
E_LUMO (spin up / spin down)	0.91 / 0.85	eV
energy above the lowest of the compared OMol25 structures with the same formula, charge and spin	0.0	kcal/mol

Atom charges from the natural (NBO) analysis, given in e for atoms 1 to 8: -0.649, -0.224, -0.192, -0.198, -0.253, -0.236, -0.014, 0.219



# 4
Here is a 2-piece molecular cluster, C11H15N overall in a non-equilibrium geometry from the Open Molecules 2025 dataset. Energies are from the ωB97M-V functional and the def2-TZVPD basis.

Element x y z (Å)
C 1.13 1.41 3.58
C 0.88 2.93 3.46
H 1.96 1.21 2.91
H 1.40 0.96 4.53
H 0.21 0.90 3.31
H 0.06 3.02 2.73
H 1.72 3.41 2.95
H 0.48 3.48 4.30
C 0.59 0.04 -3.82
C -0.76 -1.91 -0.95
C -0.17 -0.70 -1.41
C 0.17 -0.98 -2.82
C 0.00 -2.31 -2.98
C -1.40 -0.80 1.10
C -1.44 -1.89 0.28
C -0.94 0.41 0.57
C -0.42 0.49 -0.70
N -0.53 -2.95 -1.83
H -1.93 -0.85 2.04
H -2.08 -2.75 0.46
H -1.04 1.34 1.12
H -0.03 1.41 -1.11
H -0.03 -3.76 -1.49
H 0.17 -2.85 -3.90
H 0.17 -0.35 -4.76
H 1.67 0.07 -3.91
H 0.17 1.02 -3.65

Summary:
HOMO level	-8.086	eV
orbital gap	9.1	eV
E_LUMO	0.98	eV
energy above the lowest of the compared OMol25 structures with the same formula, charge and spin	27.9	kcal/mol

Atom charges from the natural (NBO) analysis, given in e for atoms 1 to 8: -0.614, -0.615, 0.209, 0.205, 0.204, 0.198, 0.205, 0.209